DFT (ωB97M-V/def2-TZVPD) results for a cluster of 3 separate species, C31H34N3O4PS in total at a distorted geometry.

The geometry in ORCA input format:
```
! wB97M-V def2-TZVPD RIJCOSX def2/J DEFGRID3
* xyz 0 1
H 3.542 1.949 9.125
N 2.571 1.930 9.548
C 2.219 0.615 9.835
C 3.271 -0.639 9.492
C 3.392 -0.674 7.851
C 4.639 0.126 7.144
C 4.820 0.192 5.502
C 3.691 -0.583 4.600
C 2.444 -1.432 5.324
C 2.258 -1.507 6.980
C 1.364 -2.172 4.282
O 0.827 -3.369 4.548
C 1.073 -1.306 2.881
P -0.702 -1.299 2.177
S -2.000 -1.959 3.525
C 2.199 -0.527 2.226
C 2.030 0.396 0.882
C 1.446 -0.392 -0.433
C 0.425 0.692 -1.194
C -0.434 0.025 -2.421
C -1.996 -0.102 -1.925
C -2.984 1.067 -2.534
O -4.034 1.402 -1.545
C -4.882 0.222 -1.244
O -4.767 -0.475 -0.088
C -6.004 -0.353 -2.322
C -7.322 -0.873 -1.814
C 3.717 -0.559 2.928
O 4.861 -0.536 2.212
H 1.140 0.442 10.279
H 4.311 -0.323 9.932
H 2.806 -1.600 9.972
H 5.417 0.663 7.855
H 5.716 0.810 5.068
H 1.369 -2.118 7.444
H -1.083 0.104 1.967
H -0.902 -2.127 1.015
H 3.111 0.797 0.572
H 1.403 1.386 1.108
H 0.929 -1.419 -0.208
H 2.290 -0.621 -1.246
H -0.258 1.117 -0.313
H 1.127 1.585 -1.523
H 0.021 -0.955 -2.874
H -0.437 0.820 -3.312
H -2.355 -1.199 -2.185
H -2.080 -0.017 -0.743
H -3.505 0.666 -3.504
H -2.415 2.087 -2.777
H -5.816 -0.341 -3.488
H -7.614 -2.012 -1.917
H -8.028 -0.082 -1.267
C 2.590 4.257 -5.213
C 3.036 2.944 -5.109
C 2.202 2.013 -4.510
N 0.980 2.308 -4.016
C 0.575 3.592 -4.130
C 1.335 4.591 -4.715
H 3.216 5.014 -5.677
H 4.010 2.651 -5.486
H 2.504 0.975 -4.408
H -0.410 3.803 -3.723
H 0.958 5.606 -4.781
C -3.592 -2.546 -6.706
C -3.972 -2.906 -5.417
C -3.120 -2.592 -4.371
N -1.937 -1.958 -4.529
C -1.594 -1.623 -5.792
C -2.380 -1.891 -6.901
H -4.234 -2.774 -7.552
H -4.909 -3.418 -5.232
H -3.373 -2.849 -3.346
H -0.638 -1.117 -5.892
H -2.056 -1.597 -7.893
*
```

## Properties
orbital gap	6.315	eV
F_max	8.9	eV Å⁻¹

DFT (ωB97M-V/def2-TZVPD) results for the molecule C15H23N3O4S.

The geometry in ORCA input format:
```
! wB97M-V def2-TZVPD RIJCOSX def2/J DEFGRID3
* xyz 0 1
C -1.890 -1.691 2.995
C -2.876 -1.447 1.859
C -2.642 -2.406 0.683
C -1.385 -2.063 -0.051
C -0.213 -2.740 0.100
C 0.965 -2.345 -0.621
O 2.088 -2.803 -0.525
N 0.726 -1.292 -1.516
C -0.452 -0.638 -1.554
S -0.545 0.760 -2.601
C -2.119 1.440 -2.021
C -2.155 1.855 -0.551
O -3.226 1.959 0.011
N -0.976 2.163 0.009
C -0.881 2.548 1.397
C -0.066 1.564 2.242
C 1.455 1.738 2.140
C 2.086 1.012 0.970
O 1.595 0.917 -0.131
O 3.254 0.501 1.317
C 4.014 -0.234 0.344
C 4.583 0.665 -0.744
N -1.489 -0.981 -0.870
H -0.863 -1.617 2.643
H -2.031 -2.685 3.413
H -2.036 -0.962 3.789
H -2.798 -0.421 1.496
H -3.892 -1.590 2.230
H -3.475 -2.309 -0.014
H -2.593 -3.433 1.047
H -0.123 -3.576 0.774
H 1.517 -0.936 -2.040
H -2.903 0.703 -2.192
H -2.309 2.319 -2.639
H -0.105 1.918 -0.451
H -0.443 3.550 1.464
H -1.908 2.590 1.771
H -0.350 1.709 3.285
H -0.341 0.548 1.959
H 1.700 2.799 2.037
H 1.940 1.372 3.045
H 4.814 -0.694 0.926
H 3.386 -1.021 -0.084
H 5.197 1.448 -0.305
H 5.196 0.069 -1.413
H 3.782 1.126 -1.317
*
```

## Properties
orbital gap	9.326	eV
F_max	0.6	eV Å⁻¹
relative energy (zero: lowest compared OMol25 entry of this formula, charge and spin)	0.000	eV